C5H7N | the ωB97M-V functional and the def2-TZVPD basis

```
13
Properties=species:S:1:pos:R:3:nbo_charge:R:1
N -2.454 0.720 1.808 -0.330
C 0.457 0.082 0.249 -0.231
C -1.674 -0.008 1.363 0.292
C -0.626 -0.841 0.775 -0.507
C 0.231 1.027 -0.909 -0.423
C 1.197 -0.257 -0.986 -0.412
H 0.871 -1.183 -1.487 0.212
H 2.289 -0.202 -0.986 0.220
H -1.048 -1.450 -0.034 0.246
H -0.642 1.071 -1.576 0.228
H 0.568 2.072 -0.781 0.229
H 1.085 0.509 1.027 0.223
H -0.255 -1.540 1.536 0.252
```

## Properties
charge: 0
SMILES string: N#CCC1CC1
spin multiplicity: 1

***

C5H7N | the ωB97M-V functional and the def2-TZVPD basis

```
13
Properties=species:S:1:pos:R:3:nbo_charge:R:1
N 2.921 0.053 -0.221 -0.625
C 0.498 -0.129 0.783 0.068
C -1.815 -0.265 -0.137 -0.599
C -0.387 -0.688 -0.217 -0.268
C 0.490 0.374 -0.758 -0.267
C 1.675 0.050 -0.064 0.231
H -0.452 1.876 1.899 0.008
H -2.203 -0.803 0.796 0.220
H -0.242 -1.728 -0.456 0.220
H -1.906 0.810 -0.225 0.214
H -2.293 -0.677 -0.922 0.210
H 3.562 -0.165 0.529 0.363
H 0.154 1.292 -1.006 0.226
```

## Properties
charge: 0
spin multiplicity: 1

***

C5H7N | the ωB97M-V functional and the def2-TZVPD basis

```
13
Properties=species:S:1:pos:R:3:nbo_charge:R:1
N 0.557 -0.511 -1.000 -0.380
C 0.320 -0.972 0.403 -0.112
C -0.791 -0.892 -0.579 -0.213
C -0.424 1.191 0.281 0.089
C 0.449 0.958 -0.923 -0.389
C 0.106 0.222 1.300 -0.573
H 0.812 -1.901 0.687 0.224
H 1.007 0.643 1.741 0.243
H -0.597 0.055 2.117 0.231
H -1.345 -1.679 -1.066 0.226
H 1.412 1.447 -0.784 0.225
H -1.522 0.084 -0.335 0.213
H 0.016 1.356 -1.841 0.215
```

## Properties
charge: 0
spin multiplicity: 1

***

C5H7N | the ωB97M-V functional and the def2-TZVPD basis

```
13
Properties=species:S:1:pos:R:3:nbo_charge:R:1
N 0.280 0.258 0.168 -0.269
C -0.847 0.173 -0.762 -0.223
C 1.686 -0.033 0.003 -0.412
C -1.619 1.217 0.082 -0.175
C -1.273 -1.117 -0.248 -0.254
C -0.463 1.134 0.908 -0.114
H 2.186 -0.152 0.968 0.217
H 1.810 -0.948 -0.580 0.220
H -1.517 -1.987 -0.865 0.190
H -1.568 -1.121 0.795 0.199
H 2.145 0.805 -0.536 0.210
H -0.644 0.269 -1.828 0.216
H -0.176 1.500 1.895 0.195
```

## Properties
charge: 0
spin multiplicity: 1

***

C5H7N | the ωB97M-V functional and the def2-TZVPD basis

```
13
Properties=species:S:1:pos:R:3:nbo_charge:R:1
N 0.320 0.129 0.722 -0.373
C -0.286 1.141 -1.487 -0.019
C -1.085 -0.151 0.603 -0.234
C 1.139 -0.956 1.219 -0.414
C -0.356 2.078 -2.240 -0.222
C -0.227 -0.017 -0.617 -0.166
H 1.058 -0.965 2.311 0.205
H -1.440 -1.165 0.810 0.189
H -0.403 2.921 -2.896 0.235
H 2.181 -0.774 0.942 0.206
H 0.004 -0.954 -1.131 0.215
H -1.731 0.658 0.924 0.212
H 0.826 -1.945 0.841 0.165
```

## Properties
charge: 0
SMILES string: C#C[C@@H]1CN1C
spin multiplicity: 1

***

C5H7N | the ωB97M-V functional and the def2-TZVPD basis

```
13
Properties=species:S:1:pos:R:3:nbo_charge:R:1
N 0.951 0.047 1.682 -0.561
C -0.757 -0.937 0.735 -0.326
C 0.033 -0.861 1.997 0.048
C 0.879 0.629 0.347 -0.297
C -0.287 -0.121 -0.225 0.052
C -0.752 0.050 -1.637 -0.649
H -0.162 -0.583 -2.312 0.229
H -1.612 -1.597 0.619 0.212
H 1.810 0.483 -0.215 0.222
H -1.800 -0.242 -1.743 0.229
H 0.679 1.708 0.400 0.223
H -0.644 1.083 -1.985 0.218
H 1.662 0.339 2.337 0.399
```

## Properties
charge: 0
spin multiplicity: 1

***

C5H7N | the ωB97M-V functional and the def2-TZVPD basis

```
13
Properties=species:S:1:pos:R:3:nbo_charge:R:1
N -1.580 -0.167 1.980 -0.521
C 1.350 1.006 -1.532 -0.631
C -0.432 -0.032 -0.144 0.043
C -1.504 -0.516 0.522 -0.190
C 0.695 -0.119 -0.793 -0.250
C -0.968 -1.369 1.703 -0.083
H 0.102 -1.368 1.965 0.164
H 2.355 1.193 -1.142 0.219
H -0.922 0.569 2.260 0.346
H 1.147 -1.115 -0.786 0.216
H 1.424 0.752 -2.594 0.221
H -2.423 -0.754 0.004 0.245
H 0.756 1.920 -1.442 0.221
```

## Properties
charge: 0
spin multiplicity: 1

***

C5H7N | the ωB97M-V functional and the def2-TZVPD basis

```
13
Properties=species:S:1:pos:R:3:nbo_charge:R:1
N -1.853 -0.235 -0.491 -0.559
C 0.308 0.197 0.104 0.053
C 1.792 0.056 0.277 -0.651
C -0.641 -0.948 -0.105 -0.297
C -1.843 1.084 -0.328 0.045
C -0.422 1.326 0.048 -0.327
H -2.696 -0.747 -0.711 0.398
H 2.295 0.228 -0.685 0.232
H -0.029 2.322 0.232 0.211
H -0.866 -1.420 0.860 0.228
H 2.179 0.802 0.978 0.230
H -0.319 -1.730 -0.803 0.219
H 2.094 -0.937 0.624 0.217
```

## Properties
charge: 0
spin multiplicity: 1

***

For the records above, the corresponding E_tot values read -6787.069 -6780.297 -6782.814 -6781.731 -6785.307 -6786.403 -6782.893 -6786.293 eV.